This record from the OMol25 dataset describes C57H75O3P3S2SbSiTi as an isolated structure. The level of theory is the ωB97M-V functional and the def2-TZVPD basis.

Structure (XYZ):
```
143
C57H75O3P3S2SbSiTi the ωB97M-V functional and the def2-TZVPD basis
Ti 0.036 0.814 -0.966
C 3.071 3.933 -1.198
C 2.906 3.540 0.277
C 2.321 4.754 1.008
P 1.981 1.937 0.467
C 3.371 0.655 0.318
C 4.205 0.762 -0.961
C 4.336 0.563 1.500
C 1.606 1.814 2.269
C 2.439 2.426 3.217
C 2.150 2.372 4.571
C 1.001 1.711 4.998
C 0.184 1.087 4.068
C 0.469 1.106 2.689
Si -0.665 0.286 1.392
C -2.316 1.239 1.686
C -3.073 1.033 2.852
C -4.294 1.661 3.050
C -4.817 2.492 2.062
C -4.089 2.716 0.904
C -2.841 2.113 0.725
P -1.768 2.552 -0.676
C -2.925 2.830 -2.086
C -3.754 1.568 -2.351
C -2.152 3.239 -3.347
C -1.203 4.276 -0.200
C -2.138 5.395 -0.648
C -0.980 4.382 1.314
C -1.196 -1.452 1.979
C -0.860 -1.990 3.233
C -1.363 -3.215 3.659
C -2.190 -3.952 2.823
C -2.492 -3.467 1.559
C -2.010 -2.228 1.125
P -2.395 -1.550 -0.540
C -4.262 -1.356 -0.614
C -4.809 -0.641 0.623
C -5.083 -2.613 -0.898
C -2.136 -3.019 -1.649
C -0.734 -3.611 -1.527
C -2.440 -2.639 -3.106
H 3.698 4.830 -1.264
H 2.097 4.171 -1.638
H 3.524 3.156 -1.810
H 3.892 3.316 0.686
H 1.524 5.205 0.411
H 3.105 5.508 1.124
H 1.920 4.538 1.993
H 2.809 -0.272 0.262
H 4.911 1.598 -0.894
H 3.607 0.880 -1.858
H 4.796 -0.156 -1.066
H 4.948 1.469 1.596
H 5.020 -0.273 1.309
H 3.848 0.374 2.453
H 3.339 2.948 2.901
H 2.810 2.853 5.287
H 0.745 1.684 6.053
H -0.715 0.592 4.424
H -2.713 0.338 3.610
H -4.858 1.479 3.961
H -5.786 2.962 2.195
H -4.497 3.371 0.141
H -3.593 3.636 -1.800
H -3.108 0.729 -2.602
H -4.427 1.740 -3.197
H -4.362 1.292 -1.487
H -1.631 2.383 -3.763
H -1.403 4.010 -3.162
H -2.848 3.620 -4.101
H -0.244 4.387 -0.706
H -3.128 5.289 -0.190
H -2.260 5.448 -1.730
H -1.728 6.353 -0.313
H -1.932 4.322 1.845
H -0.523 5.346 1.550
H -0.339 3.597 1.711
H -0.190 -1.454 3.892
H -1.097 -3.596 4.640
H -2.580 -4.914 3.141
H -3.095 -4.080 0.896
H -4.403 -0.671 -1.453
H -4.783 -1.296 1.500
H -5.848 -0.344 0.451
H -4.239 0.255 0.863
H -5.014 -3.340 -0.080
H -4.810 -3.114 -1.828
H -6.135 -2.321 -0.979
H -2.853 -3.772 -1.328
H 0.034 -2.873 -1.765
H -0.625 -4.448 -2.227
H -0.548 -3.992 -0.528
H -1.692 -1.953 -3.495
H -3.418 -2.161 -3.222
H -2.433 -3.539 -3.731
C 4.148 -5.263 2.981
C 3.591 -3.983 3.578
C 3.716 -3.809 4.960
C 3.281 -2.655 5.602
C 2.705 -1.629 4.861
C 2.552 -1.794 3.490
C 2.982 -2.955 2.828
Sb 2.452 -2.988 0.745
C 1.857 -5.071 0.767
C 0.959 -5.311 1.814
C 0.344 -6.545 1.985
C 0.616 -7.570 1.089
C 1.500 -7.344 0.043
C 2.131 -6.108 -0.143
C 3.076 -5.969 -1.314
C 4.498 -2.950 0.002
C 5.553 -2.987 0.923
C 6.877 -2.837 0.525
C 7.169 -2.631 -0.815
C 6.133 -2.559 -1.736
C 4.795 -2.693 -1.352
C 3.728 -2.483 -2.404
H 5.152 -5.449 3.374
H 4.213 -5.224 1.897
H 3.523 -6.122 3.242
H 4.177 -4.604 5.542
H 3.399 -2.556 6.677
H 2.369 -0.715 5.341
H 2.075 -1.000 2.922
H 0.733 -4.515 2.520
H -0.340 -6.702 2.814
H 0.146 -8.543 1.205
H 1.716 -8.148 -0.657
H 3.489 -6.941 -1.591
H 3.907 -5.303 -1.086
H 2.557 -5.575 -2.193
H 5.346 -3.133 1.974
H 7.671 -2.881 1.261
H 8.197 -2.515 -1.142
H 6.358 -2.371 -2.782
H 4.108 -2.705 -3.404
H 3.397 -1.444 -2.401
H 2.837 -3.093 -2.239
O -0.692 0.085 -2.763
S 0.778 -0.017 -3.090
O 1.117 -0.819 -4.216
O 1.325 -0.530 -1.753
S 1.324 1.898 -3.065
```

Output
Spin multiplicity: 2
Energy relative to the best compared isomer or geometry (same formula, charge and spin) in kJ/mol: 18.5
E_HOMO (alpha / beta) in eV: -7.69 / -7.70
LUMO level (alpha / beta) in eV: 0.05 / 0.18
Orbital gap (alpha / beta) in eV: 7.74 / 7.88
Net charge: 0

Mulliken atomic charge list, values in e, 8 entries:
1 Ti -2.1839
2 C -1.6414
3 C 0.8151
4 C -1.6549
5 P 1.1083
6 C 2.5149
7 C -1.6949
8 C -1.3604